Entry from OMol25: a cluster of 2 separate species, C14H30NO3 in total at a distorted geometry (wB97M-V/def2-TZVPD).

The geometry in XYZ format:
```
48
C14H30NO3, DFT wB97M-V/def2-TZVPD
C 4.82 0.27 1.79
C 4.07 -0.75 0.93
C 2.71 -1.07 1.55
C 1.79 -1.76 0.55
C 0.63 -2.56 1.15
C -0.72 -1.84 1.14
C -0.66 -0.47 1.78
C -1.07 0.77 0.96
C -0.73 1.85 1.99
O -1.28 3.12 1.80
C -1.18 1.21 3.32
N -1.54 -0.22 2.98
H 5.88 0.30 1.55
H 4.39 1.25 1.61
H 4.67 0.04 2.84
H 4.66 -1.66 0.87
H 3.95 -0.33 -0.06
H 2.88 -1.68 2.42
H 2.31 -0.11 1.88
H 1.43 -1.05 -0.19
H 2.41 -2.45 -0.01
H 0.84 -2.88 2.16
H 0.49 -3.47 0.57
H -1.12 -1.75 0.13
H -1.43 -2.45 1.70
H 0.32 -0.22 2.16
H -2.15 0.68 0.91
H -0.60 0.83 0.00
H 0.36 1.93 1.99
H -0.65 3.66 1.29
H -0.34 1.23 4.00
H -1.97 1.77 3.82
H -1.29 -0.80 3.77
H -2.53 -0.21 2.76
O -2.15 -1.55 -2.29
C -2.30 -0.60 -3.02
O -1.70 -0.61 -4.22
C -1.95 0.38 -5.23
C -1.08 1.60 -5.05
C -3.07 0.61 -2.57
H -3.01 0.63 -5.27
H -1.71 -0.12 -6.17
H -1.29 2.12 -4.11
H -1.24 2.31 -5.87
H -0.03 1.32 -5.04
H -2.39 1.25 -2.00
H -3.87 0.28 -1.91
H -3.53 1.20 -3.36
```

Output
Energy relative to the best compared isomer or geometry (same formula, charge and spin) in kJ/mol: 0.0
HOMO energy in eV: -12.7129
Kohn-Sham gap in eV: 9.78
E_tot in eV: -22630.718
Net charge: +1
Molecular weight in g/mol: 260.40

Table of natural (NBO) atomic charges, one value per atom, all in e: number 1, C, carries -0.5993; number 2, C, carries -0.3889; number 3, C, carries -0.3907; number 4, C, carries -0.4170; number 5, C, carries -0.3871; number 6, C, carries -0.4426; number 7, C, carries -0.0180; number 8, C, carries -0.4291; number 9, C, carries 0.0905; number 10, O, carries -0.6954; number 11, C, carries -0.2604; number 12, N, carries -0.5028; number 13, H, carries 0.2231; number 14, H, carries 0.1947; number 15, H, carries 0.1989; number 16, H, carries 0.2062; number 17, H, carries 0.1975; number 18, H, carries 0.2041; number 19, H, carries 0.1661; number 20, H, carries 0.1983; number 21, H, carries 0.2273; number 22, H, carries 0.1976; number 23, H, carries 0.2341; number 24, H, carries 0.2602; number 25, H, carries 0.2173; number 26, H, carries 0.2167; number 27, H, carries 0.2006; number 28, H, carries 0.2521; number 29, H, carries 0.1767; number 30, H, carries 0.4928; number 31, H, carries 0.2345; number 32, H, carries 0.2559; number 33, H, carries 0.4454; number 34, H, carries 0.4372; number 35, O, carries -0.6011; number 36, C, carries 0.8040; number 37, O, carries -0.4934; number 38, C, carries -0.0721; number 39, C, carries -0.6368; number 40, C, carries -0.7429; number 41, H, carries 0.1795; number 42, H, carries 0.2087; number 43, H, carries 0.1995; number 44, H, carries 0.2302; number 45, H, carries 0.2221; number 46, H, carries 0.2300; number 47, H, carries 0.2444; number 48, H, carries 0.2311